39
Properties=species:S:1:pos:R:3:forces:R:3 method="wB97M-V/def2-TZVPD" homo_ev=-8.65 e_above_lowest_kcal_mol=0.0 smiles="Nc1nc2[nH]cnc2c(=O)[nH]1.CNC(=O)[C@H](CO)NC(C)=O"
O 0.249178 -4.188896 -3.531760 -0.137 0.395 -0.018
O -1.756185 2.116191 -0.615937 -0.366 0.104 -0.814
O 1.255383 1.662794 3.520894 0.019 -0.261 -0.332
N 0.737355 -1.045267 -3.899650 -0.151 -0.476 -0.056
N -1.392067 -1.520365 -1.036522 0.439 0.923 -0.611
O 1.490522 -0.821594 0.308997 0.179 -0.083 0.195
C -0.209029 -3.306257 -2.820958 2.476 -0.775 -3.008
C -1.327196 1.908589 0.510375 -0.119 1.255 0.046
C 1.140840 1.366665 2.335871 -0.376 0.738 1.166
C 0.497998 0.195988 -3.537624 -0.350 -1.809 0.394
C -1.581204 -2.805963 -0.958552 0.306 1.030 0.253
C 0.029470 -1.858820 -3.001039 -0.203 0.346 0.682
C -0.605761 -1.062716 -2.084057 -0.496 -0.599 -0.243
N -2.405789 -3.201628 0.030695 -0.340 -1.002 0.482
N -0.985380 -3.729036 -1.771130 -1.347 1.529 1.331
N -0.318006 0.226709 -2.421956 -0.244 0.912 0.219
N 1.872997 1.938057 1.370668 0.242 -0.142 -0.843
N -0.755364 0.737024 0.776295 1.040 -1.014 0.941
C -1.423106 2.987736 1.569536 -0.142 -0.504 0.000
C 2.887798 2.970021 1.576380 -0.234 -0.256 0.245
C 0.805719 -0.965542 1.544443 -0.310 0.057 -0.341
C 0.081476 0.334812 1.921085 -0.212 0.158 -0.590
H 0.869842 -1.014650 -0.405022 0.219 -0.064 0.054
H 0.884196 1.073137 -4.049136 -0.188 -0.194 0.307
H -2.709853 -2.448910 0.639691 0.099 -0.419 -0.146
H -2.271065 -4.127880 0.417987 -0.224 0.346 0.066
H -1.318964 -4.681402 -1.795553 0.262 -0.045 -0.115
H -0.748329 1.059229 -2.007392 -0.047 -0.195 0.149
H 1.760964 1.557238 0.442163 0.056 0.012 0.063
H -0.889480 0.042707 0.050200 -0.132 -0.032 0.183
H -0.480459 3.527572 1.630762 0.066 0.004 0.107
H -2.215069 3.681522 1.291687 0.111 -0.094 -0.093
H -1.657577 2.543556 2.534935 0.158 0.113 0.177
H 2.441430 3.958243 1.456498 0.096 0.059 0.028
H 3.307880 2.893313 2.581660 -0.166 -0.053 -0.128
H 3.692868 2.847146 0.850530 -0.145 -0.035 0.025
H 0.079282 -1.774697 1.459912 -0.101 -0.104 0.122
H 1.519602 -1.220860 2.329559 0.027 0.054 -0.135
H -0.554917 0.146237 2.785466 0.235 0.124 0.242



11
Properties=species:S:1:pos:R:3:forces:R:3 method="wB97M-V/def2-TZVPD" homo_ev="-8.48 / -8.48" e_above_lowest_kcal_mol=186.0
C 0.855354 -0.965323 -0.364897 -0.077 0.260 -1.712
C 0.182433 0.086529 -0.862386 0.498 -0.208 1.216
C 0.505962 1.090825 -1.672849 -0.812 -0.148 -0.287
O -1.066364 0.046931 1.255706 1.273 -0.416 -0.816
O -2.107685 0.114974 2.241967 -0.450 0.205 -0.586
N 1.592688 -1.883823 -0.136460 -0.620 0.064 0.469
H -1.713837 0.699307 2.904717 0.044 0.040 -0.276
H 1.615308 -2.457731 0.696936 0.044 0.139 0.105
H -0.963951 0.263731 0.049870 -0.323 -0.057 1.904
H -0.007514 2.037154 -1.546482 -0.107 0.023 -0.285
H 1.107606 0.967427 -2.566123 0.532 0.098 0.267



14
Properties=species:S:1:pos:R:3:forces:R:3 method="wB97M-V/def2-TZVPD" homo_ev="-7.43 / -7.37" e_above_lowest_kcal_mol=87.5 smiles="CC=P1=P[C@H]1C"
C -1.500642 -0.592329 0.337728 -1.008 0.518 -1.005
C 1.096606 0.779171 0.371796 -2.763 0.343 -1.309
C -1.465081 -1.948745 -0.358642 1.661 -0.854 -1.709
C 2.142662 1.824516 -0.107491 -0.997 0.017 5.340
P -0.548963 0.881976 -0.284586 1.250 -0.929 1.078
P -2.804231 0.695573 -0.190650 1.987 -0.288 0.410
H -1.276322 -0.679989 1.380641 -0.157 0.015 0.799
H 1.266189 -0.201337 0.905320 0.336 1.347 -0.771
H -1.919200 -1.919371 -1.466118 0.741 -0.200 2.697
H -1.842416 -2.790953 0.304794 -0.067 1.144 -1.045
H -0.341697 -2.216477 -0.497629 -1.694 0.224 0.043
H 1.682360 2.796335 -0.338009 0.157 -0.469 0.032
H 2.645085 1.420578 -0.890596 1.804 -0.848 -2.363
H 2.865653 1.951054 0.833440 -1.250 -0.022 -2.195



E values, unit a.u., following the record order: -1113.70700, -322.27787, -839.74607.